<1>
DFT (the ωB97M-V functional and the def2-TZVPD basis) results for a molecular structure, C3H2AlLiO2.

CARTESIAN COORDINATES (ANGSTROEM)
C: 0.01 0.52 -0.20
Li: 1.36 -1.71 1.25
O: 0.44 -1.40 -0.39
C: 0.80 -0.27 -1.20
H: 0.35 -0.33 -2.21
H: 1.88 -0.08 -1.30
Al: -1.79 0.79 0.64
O: -0.18 1.73 0.41
C: -0.16 -0.46 0.75

For the orbital gap (alpha / beta), the calculation gives 0.3114 / 0.2528 Eh. The charge is +1. Its spin multiplicity is 2. Its highest occupied orbital energy (alpha / beta) is -0.4850 / -0.4992 Ha.



<2>
DFT (the ωB97M-V functional and the def2-TZVPD basis) results for a molecular structure, C3H2AlLiO2.

CARTESIAN COORDINATES (ANGSTROEM)
C: 0.22 0.33 -0.34
Li: -1.66 -1.64 0.74
O: -1.34 0.24 0.54
C: -1.13 0.70 -0.80
H: -1.30 1.78 -0.91
H: -1.61 0.15 -1.62
Al: 1.87 0.52 0.72
O: 1.42 -0.59 -0.75
C: 0.17 -0.75 0.54

For the orbital gap (alpha / beta), the calculation gives 0.2414 / 0.2168 Eh. The charge is +1. Its spin multiplicity is 2. Its highest occupied orbital energy (alpha / beta) is -0.4678 / -0.4768 Ha.



Which structure is most stable, and how do the rest compare? From most to least stable: <1>, <2>.



<1>
DFT (the ωB97M-V functional and the def2-TZVPD basis) results for a single C5H7N3O2S molecule.

CARTESIAN COORDINATES (ANGSTROEM)
C: 0.94 0.30 -1.58
C: 1.99 0.06 0.78
C: -0.26 -0.22 1.30
C: -0.52 -0.10 -1.48
C: -1.36 -0.51 2.31
N: 1.84 0.15 -0.57
N: 0.99 -0.14 1.66
N: -1.35 0.73 -2.10
O: 1.47 0.49 -2.67
O: -0.84 0.07 0.05
S: 3.52 0.22 1.37
H: -0.63 -1.20 -1.67
H: -1.82 -1.35 1.80
H: -2.10 0.18 2.59
H: -0.97 -0.95 3.22
H: 2.79 0.30 -0.98
H: -1.44 1.68 -1.62
H: -2.24 0.29 -2.43

For the orbital gap (alpha / beta), the calculation gives 0.2928 / 0.2928 Eh. Its highest occupied orbital energy (alpha / beta) is -0.3120 / -0.3120 Ha.



<2>
DFT (the ωB97M-V functional and the def2-TZVPD basis) results for a single C5H7N3O2S molecule.

CARTESIAN COORDINATES (ANGSTROEM)
C: 3.69 0.92 -0.63
C: 1.31 0.36 -0.63
C: -0.13 1.93 0.48
C: -0.54 -1.71 -0.10
C: 2.70 -0.16 -0.79
N: 4.37 1.78 -0.37
N: 1.15 1.34 0.09
N: 2.90 -1.15 0.36
O: 2.51 -2.25 0.13
O: 3.43 -0.76 1.34
S: 0.05 -0.57 -1.51
H: -0.12 1.73 1.56
H: -0.79 1.40 -0.13
H: -0.18 2.94 0.27
H: 0.12 -2.54 -0.07
H: -1.67 -1.99 -0.21
H: -0.31 -1.02 0.70
H: 2.76 -0.68 -1.78

For the orbital gap, the calculation gives 0.3527 Eh. Its highest occupied orbital energy is -0.3568 Ha.



Which structure is most stable, and how do the rest compare? From most to least stable: <1>, <2>.



<1>
DFT (the ωB97M-V functional and the def2-TZVPD basis) results for a molecular structure, C33H40AsN5O3STi.

CARTESIAN COORDINATES (ANGSTROEM)
Ti: -0.24 -0.09 -0.21
N: -1.97 1.05 0.99
N: -2.48 0.04 1.84
C: -1.59 -0.99 2.22
O: -1.88 -1.59 3.26
O: -0.62 -1.22 1.42
H: -1.61 1.82 1.51
H: -2.70 1.36 0.37
H: -3.03 0.36 2.61
S: 1.93 -1.26 -0.49
C: 2.57 -0.82 -2.07
C: 3.35 -1.76 -2.77
C: 3.87 -1.48 -4.02
C: 3.64 -0.25 -4.62
C: 2.89 0.70 -3.93
C: 2.38 0.44 -2.66
As: 1.30 1.75 -1.68
C: 1.20 3.16 -3.06
C: 2.16 4.14 -3.21
C: 2.00 5.15 -4.16
C: 0.87 5.18 -4.97
C: -0.09 4.20 -4.84
C: 0.08 3.20 -3.88
C: 2.71 2.57 -0.63
C: 2.47 3.88 -0.06
C: 3.30 4.41 0.92
C: 4.34 3.64 1.48
C: 4.58 2.32 0.93
C: 3.78 1.82 -0.07
H: 3.52 -2.72 -2.31
H: 4.47 -2.23 -4.54
H: 4.03 -0.03 -5.61
H: 2.71 1.67 -4.39
H: 3.05 4.10 -2.60
H: 2.76 5.91 -4.27
H: 0.75 5.97 -5.71
H: -0.96 4.20 -5.48
H: -0.66 2.42 -3.78
H: 1.67 4.50 -0.46
H: 3.13 5.42 1.27
H: 4.98 4.06 2.25
H: 5.39 1.72 1.32
H: 3.98 0.82 -0.45
C: 0.47 4.34 2.71
N: 0.14 3.18 1.89
C: 0.95 2.08 1.93
N: 1.90 2.05 2.90
O: 0.78 1.16 1.17
H: -0.36 5.06 2.64
H: 1.39 4.83 2.38
H: 0.58 4.03 3.74
H: -0.05 3.40 0.93
H: 2.66 2.73 2.72
H: 2.30 1.12 2.88
C: 0.07 -3.13 -2.96
C: -1.32 -3.49 -2.42
C: -1.30 -3.76 -0.91
C: -2.35 -2.44 -2.83
C: -3.31 -2.89 -3.74
C: -4.33 -2.08 -4.22
C: -4.38 -0.79 -3.74
C: -3.45 -0.27 -2.84
C: -3.82 1.13 -2.35
C: -4.56 1.00 -1.01
C: -2.69 2.17 -2.35
C: -2.35 -1.07 -2.34
N: -1.39 -0.61 -1.48
H: 0.82 -3.87 -2.65
H: 0.36 -2.16 -2.59
H: 0.05 -3.09 -4.06
H: -1.63 -4.42 -2.91
H: -0.94 -2.91 -0.36
H: -0.64 -4.61 -0.69
H: -2.31 -4.01 -0.56
H: -3.25 -3.92 -4.07
H: -5.05 -2.45 -4.94
H: -5.18 -0.14 -4.08
H: -4.55 1.51 -3.07
H: -4.01 0.35 -0.31
H: -5.53 0.53 -1.18
H: -4.74 1.98 -0.53
H: -1.78 1.76 -1.95
H: -2.97 3.07 -1.80
H: -2.48 2.47 -3.38

For the orbital gap (alpha / beta), the calculation gives 0.1148 / 0.2058 Eh. The charge is -2. Its spin multiplicity is 3. Its highest occupied orbital energy (alpha / beta) is 0.0425 / -0.0501 Ha.



<2>
DFT (the ωB97M-V functional and the def2-TZVPD basis) results for a molecular structure, C33H40AsN5O3STi.

CARTESIAN COORDINATES (ANGSTROEM)
Ti: 0.14 -0.83 -0.56
N: -3.06 -2.18 1.80
N: -2.54 -3.39 1.24
C: -1.66 -3.19 0.14
O: -0.99 -4.15 -0.23
O: -1.66 -2.00 -0.36
H: -2.29 -1.61 2.14
H: -3.64 -2.46 2.58
H: -2.03 -3.96 1.91
S: 0.54 -1.67 1.93
C: 0.92 -0.44 3.14
C: 1.94 -0.71 4.07
C: 2.26 0.18 5.07
C: 1.58 1.39 5.19
C: 0.57 1.67 4.29
C: 0.23 0.78 3.27
As: -1.23 1.08 2.01
C: -0.34 2.11 0.66
C: 0.84 1.48 0.09
C: 1.38 2.13 -1.08
C: 0.75 3.19 -1.68
C: -0.45 3.73 -1.15
C: -0.97 3.16 0.03
C: -2.29 2.43 2.98
C: -1.94 3.77 3.14
C: -2.76 4.65 3.83
C: -3.95 4.21 4.38
C: -4.33 2.88 4.22
C: -3.51 2.01 3.52
H: 2.48 -1.65 3.97
H: 3.06 -0.07 5.77
H: 1.83 2.09 5.98
H: 0.03 2.61 4.38
H: 1.53 0.99 0.77
H: 2.30 1.76 -1.51
H: 1.19 3.61 -2.58
H: -0.91 4.61 -1.59
H: -1.90 3.55 0.44
H: -1.01 4.11 2.69
H: -2.46 5.69 3.94
H: -4.59 4.90 4.92
H: -5.27 2.53 4.64
H: -3.81 0.97 3.39
C: -4.61 0.56 -0.44
N: -3.25 0.16 -0.67
C: -2.43 0.72 -1.57
N: -2.92 1.76 -2.34
O: -1.26 0.35 -1.76
H: -4.99 -0.04 0.39
H: -5.26 0.40 -1.31
H: -4.68 1.61 -0.13
H: -2.89 -0.71 -0.26
H: -3.70 2.27 -1.93
H: -2.15 2.38 -2.58
C: -0.62 -2.64 -3.76
C: 0.59 -1.94 -4.40
C: 0.42 -0.42 -4.46
C: 1.92 -2.37 -3.80
C: 2.74 -3.13 -4.61
C: 4.02 -3.51 -4.23
C: 4.47 -3.06 -3.00
C: 3.68 -2.31 -2.13
C: 4.35 -1.85 -0.85
C: 4.25 -0.33 -0.67
C: 3.84 -2.57 0.39
C: 2.33 -1.99 -2.48
N: 1.48 -1.34 -1.65
H: -0.69 -2.42 -2.70
H: -1.54 -2.31 -4.24
H: -0.53 -3.72 -3.86
H: 0.62 -2.28 -5.45
H: 0.43 0.02 -3.47
H: -0.52 -0.15 -4.95
H: 1.24 0.02 -5.04
H: 2.37 -3.42 -5.59
H: 4.65 -4.12 -4.87
H: 5.48 -3.30 -2.68
H: 5.41 -2.10 -0.96
H: 3.20 -0.05 -0.62
H: 4.72 0.19 -1.51
H: 4.74 -0.01 0.26
H: 2.81 -2.31 0.61
H: 4.45 -2.32 1.27
H: 3.87 -3.66 0.25

For the orbital gap (alpha / beta), the calculation gives 0.1289 / 0.1953 Eh. The charge is -2. Its spin multiplicity is 3. Its highest occupied orbital energy (alpha / beta) is 0.0251 / -0.0414 Ha.



Which structure is most stable, and how do the rest compare? From most to least stable: <2>, <1>.



<1>
DFT (the ωB97M-V functional and the def2-TZVPD basis) results for a single C8H8O3 molecule.

CARTESIAN COORDINATES (ANGSTROEM)
C: -3.60 0.38 0.36
C: -1.24 0.01 -0.21
C: -1.18 -1.48 -0.17
C: 0.10 -1.82 -0.02
C: 1.26 -1.05 0.04
C: 1.14 0.34 0.26
C: 2.24 1.38 0.01
C: -0.11 0.88 0.01
H: -3.35 -0.48 1.10
H: -4.28 -0.15 -0.64
H: -4.45 1.19 0.68
H: -2.06 -2.09 -0.36
H: 0.41 -2.77 0.49
H: 2.24 -2.79 0.10
H: 3.31 0.80 -0.01
H: -0.27 1.95 -0.05
O: -2.30 0.82 -0.34
O: 2.43 -1.78 -0.02
O: 1.97 2.54 -0.02

For the orbital gap, the calculation gives 0.2975 Eh. Its highest occupied orbital energy is -0.2931 Ha.



<2>
DFT (the ωB97M-V functional and the def2-TZVPD basis) results for a molecular structure, C8H8O3.

CARTESIAN COORDINATES (ANGSTROEM)
C: 3.23 -1.51 0.17
C: 1.95 -0.89 0.54
C: -0.15 -0.16 -0.27
C: -1.12 -0.86 0.31
C: -2.40 -0.37 0.46
C: -2.64 0.98 0.03
C: -1.61 1.74 -0.50
C: -0.42 1.18 -0.67
H: 4.18 -1.69 1.07
H: 3.27 -2.32 -0.38
H: 3.69 -0.83 -0.80
H: -1.00 -1.81 0.44
H: -3.44 -1.06 1.07
H: -3.69 1.34 0.22
H: -1.09 3.38 -1.21
H: 0.45 1.41 -0.95
O: 1.54 -0.79 1.75
O: 1.13 -0.75 -0.49
O: -1.89 3.01 -0.77

For the orbital gap, the calculation gives 0.3550 Eh. Its highest occupied orbital energy is -0.3315 Ha.



Which structure is most stable, and how do the rest compare? From most to least stable: <2>, <1>.



<1>
DFT (the ωB97M-V functional and the def2-TZVPD basis) results for a gas-phase ion, C6H12N2 (charge +2).

CARTESIAN COORDINATES (ANGSTROEM)
C: -0.17 0.15 -0.41
C: -0.81 1.26 -1.16
C: -0.57 -0.71 -2.34
C: 1.30 -0.41 2.50
C: 0.87 -1.41 1.40
C: 0.52 0.64 1.88
N: 0.39 -0.11 0.67
N: -1.44 0.61 -2.36
H: -1.50 1.87 -0.65
H: 0.01 1.85 -1.42
H: 0.43 -0.60 -2.74
H: -1.12 -1.65 -2.20
H: 1.02 -0.75 3.49
H: 2.42 -0.30 2.41
H: 1.71 -1.89 0.94
H: 0.09 -2.19 1.55
H: -0.58 0.68 2.14
H: 1.02 1.74 1.89
H: -2.44 0.36 -2.29
H: -1.18 0.86 -3.32

For the orbital gap, the calculation gives 0.3593 Eh. The charge is +2. Its highest occupied orbital energy is -0.7032 Ha.



<2>
DFT (the ωB97M-V functional and the def2-TZVPD basis) results for 2 unconnected molecules or ions with the total composition C6H12N2.

CARTESIAN COORDINATES (ANGSTROEM)
C: -1.47 -0.87 1.28
C: -0.58 -1.72 0.45
C: 1.91 -0.16 0.22
C: 1.85 -0.24 -1.05
C: -0.98 1.67 -0.60
C: -1.10 0.24 -1.14
N: 2.18 -0.11 1.44
N: -0.99 -0.65 -0.08
H: -1.09 -0.16 2.15
H: -0.11 -2.68 0.23
H: -2.50 -0.93 1.44
H: 2.50 0.40 -1.64
H: 1.18 -0.87 -1.58
H: -1.81 2.36 -0.92
H: -1.11 1.59 0.56
H: -0.06 2.23 -0.91
H: -0.65 -0.09 -2.09
H: -2.07 0.07 -1.66
H: 2.99 -0.67 1.81
H: 1.92 0.59 2.08

For the orbital gap, the calculation gives 0.3853 Eh. The charge is +2. Its highest occupied orbital energy is -0.7165 Ha.



Which structure is most stable, and how do the rest compare? From most to least stable: <1>, <2>.